i | A structure of composition C3H6N2S3. Source: the Open Molecules 2025 dataset; level of theory: the ωB97M-V functional and the def2-TZVPD basis.

```
14
Properties=species:S:1:pos:R:3:mulliken_charge:R:1
C -2.6433 -1.5017 0.0268 -0.986
C -0.6476 0.5408 -0.1501 0.088
C 2.9880 -0.4310 0.3020 0.167
H -3.7515 -1.6098 -0.0403 0.316
H -2.0510 -2.2175 0.7501 0.321
H -2.5370 -2.0134 -0.8915 0.406
H 2.2765 0.1614 -1.6538 0.199
H 4.2673 -0.4885 0.1016 0.259
H 1.1301 -0.6757 1.3301 0.272
N 2.0400 -0.2259 -0.8381 -0.220
N 2.4021 -0.5806 1.5942 -0.560
S -2.2176 0.1940 0.4120 0.048
S -0.0218 2.0266 -0.1087 -0.183
S 0.4511 -0.9180 -0.6759 -0.126
```

Computed properties:
- LUMO level: -0.33 eV
- Kohn-Sham gap: 8.5 eV
- Highest occupied orbital energy: -8.8801 eV
- M: 166.30 g mol⁻¹
- Spin multiplicity: 1



ii | An isolated molecule of C3H6N2S3. Source: the Open Molecules 2025 dataset; level of theory: the ωB97M-V functional and the def2-TZVPD basis.

```
14
Properties=species:S:1:pos:R:3:mulliken_charge:R:1
C 0.7367 -1.1899 -0.2435 -0.093
C -0.6018 -0.7089 -0.6648 -0.606
C 0.6648 0.9138 0.4834 -0.310
N -0.7817 0.6284 0.0047 -0.216
N 1.4256 -0.3100 0.4398 0.122
S 2.9171 -0.5093 1.1576 -0.305
S 1.5328 2.0515 -0.6621 -0.116
S -1.8289 0.4268 1.3842 -0.136
H 1.1516 -2.1133 -0.6301 0.414
H -0.7183 -0.6938 -1.7200 0.293
H -1.4005 -1.3792 -0.3541 0.345
H 0.6509 1.4340 1.5314 0.339
H 1.1456 1.3534 -1.6589 0.093
H -2.7020 0.8071 0.5193 0.176
```

Computed properties:
- SMILES: [S-][N+]1=CCN(S)[C@@H]1S
- LUMO level (spin up / spin down): -0.10 / -0.10 eV
- Kohn-Sham gap (spin up / spin down): 7.8 / 7.8 eV
- Highest occupied orbital energy (spin up / spin down): -7.9478 / -7.9471 eV
- M: 166.30 g mol⁻¹
- Spin multiplicity: 1



Q: Which of them is the least stable? A: i.



i | An isolated molecule of C3H6N2S3. Source: the Open Molecules 2025 dataset; level of theory: the ωB97M-V functional and the def2-TZVPD basis.

```
14
Properties=species:S:1:pos:R:3:mulliken_charge:R:1
C -0.8048 0.5385 -0.5464 0.280
C -0.7559 -0.5219 0.5800 -1.093
C -0.5732 -1.9578 0.1906 0.460
H 1.6877 2.0611 0.6028 0.258
H 2.1695 1.0338 -0.4172 0.273
H -0.0914 2.5017 -1.0058 0.257
H -1.8767 -0.5368 0.7955 0.297
H -0.1716 -0.3507 1.3788 0.576
H 1.6213 -1.1483 0.2049 0.098
N 1.3216 1.1807 0.2720 -0.580
N 0.0506 1.7411 -0.3414 -0.198
S -1.9507 0.7076 -1.8506 -0.254
S 1.1830 -2.3289 0.0896 -0.129
S -1.8093 -2.9202 0.0474 -0.246
```

Computed properties:
- SMILES: NNC(=S)CC(=S)S
- LUMO level: -0.36 eV
- Kohn-Sham gap: 8.3 eV
- Highest occupied orbital energy: -8.6420 eV
- M: 166.30 g mol⁻¹
- Spin multiplicity: 1



ii | A cluster of 2 separate species, C3H6N2S3 in total. Source: the Open Molecules 2025 dataset; level of theory: the ωB97M-V functional and the def2-TZVPD basis.

```
14
Properties=species:S:1:pos:R:3:mulliken_charge:R:1
C -1.6977 -2.0196 2.8408 -0.108
C -2.9928 -0.2811 1.9340 0.467
C 1.6353 0.5913 -1.3658 -0.930
N -1.8004 -0.9902 3.6286 -0.361
N -2.4696 0.0398 3.0891 -0.306
S -2.4487 -1.7835 1.2727 -0.104
S -3.9863 0.8220 0.9426 -0.233
S 0.0343 0.3905 -0.5342 -0.124
H -0.4800 -0.5620 -1.3298 0.114
H -1.2158 -2.9130 3.2587 0.443
H 1.6670 0.5129 -2.4858 0.315
H 2.4396 -0.0069 -1.0579 0.327
H 1.8637 1.5970 -1.4406 0.321
H -3.5054 2.0201 1.4489 0.179
```

Computed properties:
- SMILES: Sc1nncs1.CS
- LUMO level: 0.45 eV
- Kohn-Sham gap: 9.6 eV
- Highest occupied orbital energy: -9.1976 eV
- M: 166.30 g mol⁻¹
- Spin multiplicity: 1



Q: Which of them is the least stable? A: i.



i | A cluster of 2 separate species, C7H15N3 in total. Source: the Open Molecules 2025 dataset; level of theory: the ωB97M-V functional and the def2-TZVPD basis.

```
25
Properties=species:S:1:pos:R:3:mulliken_charge:R:1
C 4.0265 0.6105 0.4119 0.610
C 3.6781 -0.4047 1.1597 -0.953
C -1.5080 -0.5728 1.2612 -1.457
C -1.1247 1.6722 0.2880 -1.531
C -2.5150 -0.1699 -0.9430 -1.658
C -0.0584 -0.3875 -0.7093 -0.604
C -1.2909 0.2029 0.0009 1.924
N 4.1650 1.3978 -0.5276 -0.482
N 1.2320 -2.0952 -1.5582 -0.542
N 0.3391 -1.6269 -0.5687 -0.149
H 2.7210 -0.8426 1.2079 0.241
H 4.2704 -0.9842 1.7245 0.310
H 1.6126 -1.3202 -2.1921 0.270
H -2.4178 -0.1493 1.9394 0.311
H -1.9031 -1.5965 1.2046 0.381
H -0.5428 -0.6252 1.9378 0.235
H -0.4006 1.9707 1.1336 0.295
H -0.8191 2.2849 -0.5900 0.399
H -2.1757 2.1336 0.3367 0.342
H -2.4805 -1.2598 -1.0559 0.443
H -2.4819 0.6280 -1.7926 0.326
H -3.3260 -0.0363 -0.3423 0.485
H 0.3466 0.2236 -1.6103 0.285
H 4.3696 2.3995 -0.4248 0.276
H 1.8998 -2.6879 -1.1478 0.244
```

Computed properties:
- SMILES: CC(C)(C)/C=N/N.C=C=N
- LUMO level: 0.77 eV
- Kohn-Sham gap: 9.5 eV
- Highest occupied orbital energy: -8.6856 eV
- M: 141.22 g mol⁻¹
- Spin multiplicity: 1



ii | A structure of composition C7H15N3. Source: the Open Molecules 2025 dataset; level of theory: the ωB97M-V functional and the def2-TZVPD basis.

```
25
Properties=species:S:1:pos:R:3:mulliken_charge:R:1
C 2.4871 0.9951 0.2593 -0.558
C 2.1261 0.2982 -0.8366 -0.738
C 0.5974 1.4455 1.9765 -0.712
C 0.9364 1.2342 3.1165 -0.222
H 2.9710 0.5185 1.0966 0.303
H 2.4575 2.0719 0.2714 0.321
H 2.4948 -0.7075 -0.9926 0.327
H 1.7784 0.8146 -1.7220 0.316
H 0.3766 -0.2755 -0.4680 -0.293
H 1.2170 1.0657 4.1220 0.448
C -0.8488 -1.4559 0.7397 -0.810
C -0.6584 -1.5544 -1.6877 -1.118
N -0.6184 -0.7041 -0.4998 0.371
C -1.7792 0.7180 -0.6545 0.635
N -1.1410 1.6948 -0.1474 -0.489
N -2.9332 0.3967 -0.9629 -0.713
H -1.4030 2.6393 -0.3878 0.181
H -0.2394 1.5426 0.9637 0.362
H -3.1231 -0.5071 -1.3622 0.247
H -0.1288 -2.2747 0.8388 0.357
H -0.7075 -0.7829 1.5819 0.267
H -1.8639 -1.8560 0.7310 0.357
H -1.6196 -2.0654 -1.7536 0.458
H 0.1323 -2.3111 -1.6485 0.355
H -0.5102 -0.9405 -2.5738 0.345
```

Computed properties:
- LUMO level: 0.66 eV
- Kohn-Sham gap: 9.4 eV
- Highest occupied orbital energy: -8.7789 eV
- M: 141.22 g mol⁻¹
- Spin multiplicity: 1



iii | An isolated molecule of C7H15N3. Source: the Open Molecules 2025 dataset; level of theory: the ωB97M-V functional and the def2-TZVPD basis.

```
25
Properties=species:S:1:pos:R:3:mulliken_charge:R:1
C -2.2652 0.5105 0.0300 0.164
C -3.5799 -0.2687 0.0077 -0.970
C 1.0856 -1.7868 0.7829 -2.181
C 2.7121 0.2083 0.3730 -1.712
C 1.2143 -0.6630 -1.4271 -1.783
C 0.0617 0.5399 0.4664 -0.050
C 1.2765 -0.4185 0.0974 1.831
N -0.6897 2.6724 0.1078 -0.892
N -1.1824 -0.1314 0.2818 -0.362
N -0.0018 1.7600 -0.4097 0.163
H -2.2514 1.6579 -0.2066 0.267
H -4.0296 -0.2640 -0.9589 0.291
H -4.3139 0.0493 0.8173 0.265
H -3.2185 -1.2920 0.2830 0.255
H 0.3274 -2.2782 0.3076 0.565
H 0.9010 -1.6537 1.7661 0.535
H 1.9905 -2.4057 0.6459 0.454
H 2.9391 -0.0054 1.4646 0.371
H 2.5295 1.2995 0.3158 0.398
H 3.4170 -0.1120 -0.2692 0.466
H 1.9360 0.0407 -1.8447 0.431
H 0.3379 -0.2576 -1.7850 0.428
H 1.5620 -1.5883 -1.7672 0.416
H 0.1526 0.9403 1.5411 0.383
H -0.9109 3.4464 -0.6200 0.266
```

Computed properties:
- SMILES: [H]/N=N/[C@@H](/N=C/C)C(C)(C)C
- LUMO level: 0.66 eV
- Kohn-Sham gap: 9.4 eV
- Highest occupied orbital energy: -8.7599 eV
- M: 141.22 g mol⁻¹
- Spin multiplicity: 1



Q: Which of them is the least stable? A: ii.



i | A cluster of 2 separate species, H2NOS2 in total. Source: the Open Molecules 2025 dataset; level of theory: the ωB97M-V functional and the def2-TZVPD basis.

```
6
Properties=species:S:1:pos:R:3:mulliken_charge:R:1
N -0.6522 -0.0818 0.9490 -0.526
O -0.7061 1.8638 -0.6310 -0.478
S 3.4592 0.4228 -0.0861 -0.742
S 0.0963 1.1948 0.3911 0.612
H -0.0569 -0.6240 1.6486 0.289
H 2.6924 1.4141 0.0123 -0.155
```

Computed properties:
- LUMO level (spin up / spin down): 2.91 / 2.92 eV
- Kohn-Sham gap (spin up / spin down): 5.9 / 5.9 eV
- Highest occupied orbital energy (spin up / spin down): -2.9799 / -2.9807 eV
- M: 96.16 g mol⁻¹
- Spin multiplicity: 1
- Total charge: -1



ii | A cluster of 2 separate species, H2NOS2 in total. Source: the Open Molecules 2025 dataset; level of theory: the ωB97M-V functional and the def2-TZVPD basis.

```
6
Properties=species:S:1:pos:R:3:mulliken_charge:R:1
N -2.2137 1.0717 -0.0546 -0.438
O -3.0667 -1.1201 0.0996 -0.461
S 3.6310 -0.6697 -0.1337 -0.913
S -1.8216 -0.3557 0.3443 0.598
H -1.5006 1.8473 0.0085 0.299
H 4.9716 -0.7735 -0.2642 -0.085
```

Computed properties:
- LUMO level: 1.52 eV
- Kohn-Sham gap: 4.0 eV
- Highest occupied orbital energy: -2.5070 eV
- M: 96.16 g mol⁻¹
- Spin multiplicity: 1
- Total charge: -1



Q: Which of them is the least stable? A: ii.



i | A cluster of 6 separate species, C12H24Cl12 in total. Source: the Open Molecules 2025 dataset; level of theory: the ωB97M-V functional and the def2-TZVPD basis.

```
48
Properties=species:S:1:pos:R:3:mulliken_charge:R:1
Cl 4.9516 -0.0279 4.2640 -0.191
C 5.6881 0.8427 5.6676 -0.581
C 4.7462 1.8825 6.3006 -0.276
Cl 3.3455 1.0818 6.9694 -0.156
H 6.5828 1.2732 5.2179 0.311
H 6.0350 0.0721 6.3560 0.337
H 4.5902 2.6821 5.5764 0.319
H 5.3950 2.1335 7.1398 0.236
Cl -4.1615 2.1036 4.5434 -0.189
C -3.4687 3.1432 3.3850 -0.375
C -4.3541 3.4256 2.1852 -0.421
Cl -3.5875 4.6703 1.1793 -0.203
H -2.5467 2.6526 3.0729 0.274
H -3.2328 4.1098 3.8302 0.299
H -5.2963 3.8918 2.4732 0.309
H -4.4883 2.6249 1.4579 0.306
Cl -1.7525 -1.4871 -7.5183 -0.193
C -2.9334 -0.5608 -6.7026 -0.362
C -4.2247 -1.0676 -7.2393 -0.426
Cl -4.8432 -2.3531 -6.2705 -0.177
H -2.7670 0.4345 -7.1146 0.227
H -2.8164 -0.6950 -5.6273 0.328
H -4.1917 -1.2525 -8.3130 0.355
H -4.9667 -0.2854 -7.0791 0.249
Cl -1.0344 -1.4914 1.8484 -0.165
C 0.3325 -0.9693 0.8675 -0.429
C 0.1356 -1.1359 -0.5971 -0.424
Cl -1.1319 0.0105 -1.1846 -0.210
H 1.1561 -1.6633 1.0350 0.271
H 0.6874 0.0342 1.1022 0.346
H -0.2891 -2.1395 -0.6221 0.287
H 1.0579 -1.0230 -1.1669 0.325
Cl -0.4283 -10.0886 -0.6854 -0.183
C 0.8833 -8.8397 -0.7021 -0.499
C 0.4488 -7.6004 -1.4563 -0.315
Cl -1.0172 -6.9358 -0.6824 -0.181
H 1.7064 -9.3841 -1.1647 0.295
H 1.1350 -8.7553 0.3551 0.317
H 0.1783 -7.8509 -2.4820 0.292
H 1.2237 -6.8387 -1.3698 0.273
Cl 2.9037 4.0318 -0.6300 -0.191
C 1.3865 4.9881 -0.8681 -0.495
C 1.6709 6.4682 -1.0243 -0.330
Cl 2.6558 7.0796 0.3997 -0.187
H 0.6941 4.7369 -0.0645 0.304
H 0.9413 4.4969 -1.7333 0.300
H 0.6964 6.9567 -1.0297 0.300
H 2.3045 6.6185 -1.8984 0.299
```

Computed properties:
- SMILES: ClCCCl.ClCCCl.ClCCCl.ClCCCl.ClCCCl.ClCCCl
- LUMO level: 0.32 eV
- Kohn-Sham gap: 10.8 eV
- Highest occupied orbital energy: -10.5106 eV
- M: 593.76 g mol⁻¹
- Spin multiplicity: 1



ii | A cluster of 6 separate species, C12H24Cl12 in total. Source: the Open Molecules 2025 dataset; level of theory: the ωB97M-V functional and the def2-TZVPD basis.

```
48
Properties=species:S:1:pos:R:3:mulliken_charge:R:1
Cl -4.6928 -1.4417 1.6190 -0.170
C -5.9039 -0.4319 0.8693 -0.400
C -5.4602 -0.1316 -0.5800 -0.175
Cl -6.6965 0.9970 -1.3168 -0.227
H -5.9964 0.4905 1.4427 0.316
H -6.8481 -0.9487 1.0411 0.324
H -5.4301 -1.0308 -1.1953 0.256
H -4.5053 0.3724 -0.7294 0.087
Cl 0.9356 -3.1819 -2.0538 -0.121
C 1.6941 -3.2020 -3.6727 -0.574
C 1.3619 -1.9713 -4.5004 -0.453
Cl 2.1502 -0.5153 -3.8704 -0.161
H 1.4417 -4.1340 -4.1784 0.344
H 2.7589 -3.2394 -3.4423 0.333
H 0.2848 -1.8084 -4.4651 0.287
H 1.6576 -2.1352 -5.5366 0.349
Cl -1.7419 -0.3023 -0.5423 -0.081
C -0.5628 0.8591 -1.0997 -0.459
C 0.8401 0.5186 -0.6881 -0.173
Cl 1.0342 0.7186 1.0659 -0.211
H -0.8286 1.8378 -0.7002 0.259
H -0.5716 0.8960 -2.1890 0.343
H 1.5279 1.2264 -1.1508 0.273
H 1.1284 -0.5085 -0.9120 0.042
Cl 2.9921 4.0955 -0.8429 -0.200
C 1.7827 4.6004 0.4668 -0.175
C 1.6801 6.0820 0.6055 -0.435
Cl 1.2249 6.8781 -0.9576 -0.187
H 2.1816 4.2530 1.4199 0.169
H 0.8397 4.0703 0.3340 0.185
H 2.4967 6.6241 1.0823 0.327
H 0.8895 6.2472 1.3375 0.320
Cl -1.3293 -6.1141 -0.7875 -0.191
C -1.7229 -4.9556 0.5225 -0.526
C -2.4249 -3.6439 0.0859 0.361
Cl -3.4548 -3.6746 -1.2863 -0.162
H -0.7899 -4.6921 1.0207 0.291
H -2.2515 -5.5262 1.2862 0.379
H -1.6039 -2.9809 -0.1871 -0.191
H -2.9760 -3.1832 0.9058 0.011
Cl 4.6434 -0.9329 3.9650 -0.212
C 3.8046 0.5956 4.0306 -0.048
C 4.8837 1.6880 3.8266 -0.485
Cl 4.1469 3.2690 4.2986 -0.222
H 3.4187 0.5489 5.0489 0.290
H 2.9604 0.5543 3.3423 0.017
H 5.2746 1.7475 2.8108 0.317
H 5.7564 1.5160 4.4566 0.362
```

Computed properties:
- SMILES: ClCCCl.ClCCCl.ClCCCl.ClCCCl.ClCCCl.ClCCCl
- LUMO level: 0.43 eV
- Kohn-Sham gap: 10.8 eV
- Highest occupied orbital energy: -10.3685 eV
- M: 593.76 g mol⁻¹
- Spin multiplicity: 1



Q: Which of them is the least stable? A: i.